{
  "formula": "C27H35N4S",
  "method": "wB97M-V/def2-TZVPD",
  "species": ["C", "C", "N", "C", "C", "N", "C", "S", "C", "H", "H", "H", "H", "H", "H", "H", "H", "H", "H", "C", "C", "C", "N", "C", "C", "C", "C", "C", "C", "C", "C", "C", "N", "C", "C", "C", "C", "C", "C", "C", "C", "C", "H", "H", "H", "H", "H", "H", "H", "H", "H", "H", "H", "H", "H", "H", "H", "H", "H", "H", "H", "H", "H", "H", "H", "H", "H"],
  "coordinates": [[0.2491, 0.5686, 6.6953], [1.6031, 0.2349, 6.0808], [1.4029, -0.3570, 4.7669], [2.4175, -1.1768, 4.1206], [1.7675, -1.5043, 2.7800], [0.4218, -0.9462, 2.8242], [0.2936, -0.3104, 3.9610], [-1.1854, 0.4928, 4.3736], [-0.5616, 1.4502, 5.7632], [-0.2896, -0.3742, 6.8606], [0.3797, 1.0756, 7.6571], [2.2186, 1.1482, 5.9771], [2.1623, -0.4641, 6.7255], [3.3658, -0.6410, 3.9818], [2.6197, -2.0946, 4.6979], [2.3020, -1.0514, 1.9220], [1.7280, -2.5918, 2.6116], [-1.4537, 1.8466, 6.2554], [0.0215, 2.2742, 5.3412], [4.4286, -4.4731, -4.7145], [3.1969, -5.3406, -5.0184], [2.0605, -4.8379, -4.1130], [2.5858, -3.6441, -3.4524], [1.8746, -2.9080, -2.5285], [1.2127, -3.5505, -1.4433], [0.5787, -2.8010, -0.4693], [0.3583, -1.4003, -0.6567], [-0.5153, -0.6948, 0.1969], [-1.2617, 0.4519, -0.1538], [-1.7807, 0.6797, -1.4710], [-2.6833, 1.7006, -1.7117], [-2.8825, 2.7206, -0.7306], [-3.4839, 3.9187, -1.0231], [-2.9360, 5.1784, -0.5415], [-3.7683, 6.2762, -1.2195], [-4.9474, 5.5743, -1.9150], [-4.6918, 4.0572, -1.8084], [-2.3275, 2.5305, 0.5746], [-1.5914, 1.4038, 0.8612], [1.0101, -0.7668, -1.7571], [1.8074, -1.4869, -2.6199], [3.9560, -3.3344, -3.7928], [5.1858, -5.0646, -4.1894], [4.8745, -4.0698, -5.6277], [2.9018, -5.2273, -6.0651], [3.3897, -6.3974, -4.8207], [1.1560, -4.5872, -4.7030], [1.7614, -5.5909, -3.3607], [1.2635, -4.6433, -1.3702], [0.1768, -3.2847, 0.4305], [-0.6614, -1.0823, 1.2066], [-1.4976, 0.0097, -2.2820], [-3.1915, 1.7902, -2.6811], [-2.9980, 5.2175, 0.5596], [-1.8675, 5.2686, -0.8065], [-4.1036, 7.0026, -0.4760], [-3.1480, 6.7912, -1.9604], [-5.8896, 5.8189, -1.4129], [-5.0231, 5.8827, -2.9637], [-4.5816, 3.5940, -2.8068], [-5.5434, 3.5567, -1.3005], [-2.5166, 3.2828, 1.3543], [-1.2039, 1.2284, 1.8745], [0.8943, 0.3042, -1.8943], [2.3532, -0.9957, -3.4323], [4.5815, -3.2907, -2.8834], [4.0246, -2.3465, -4.2769]],
  "atomic_forces_ev_per_a": [[0.22, -0.08, 0.18], [-0.02, 0.20, -0.10], [-0.19, 0.12, 0.23], [0.48, -0.18, 0.14], [0.08, -0.24, -0.70], [-0.71, 0.75, 1.46], [1.26, -1.14, -1.19], [-0.23, -0.15, -0.04], [-0.20, 0.17, 0.02], [0.01, 0.27, 0.13], [0.09, -0.13, -0.12], [-0.15, -0.24, 0.13], [-0.23, 0.14, -0.29], [-0.18, 0.01, 0.24], [-0.04, 0.36, 0.02], [-0.09, -0.26, 0.37], [0.02, 0.32, -0.04], [0.18, 0.03, -0.06], [-0.03, 0.02, 0.35], [0.13, 0.05, 0.23], [-0.26, 0.07, -0.06], [-0.44, -0.27, 0.48], [-0.50, 0.09, 0.24], [-0.15, 0.00, 0.12], [-0.10, 0.07, 0.02], [-0.23, 0.06, -0.20], [0.27, -0.26, -0.47], [-0.27, -0.20, -0.45], [-0.14, 0.82, -0.24], [-0.24, 0.13, 0.37], [-0.03, 0.14, 0.06], [0.44, 0.12, 0.23], [0.25, -0.66, 0.01], [0.14, 0.07, 0.72], [0.25, -0.05, -0.03], [-0.20, -0.09, 0.03], [-0.49, -0.26, -0.56], [0.23, 0.08, -0.19], [-0.12, -0.33, 0.02], [0.05, -0.41, 0.05], [0.22, -0.20, -0.03], [0.50, 0.64, -0.17], [-0.07, 0.14, -0.21], [-0.01, -0.15, 0.19], [0.06, -0.15, 0.16], [0.00, 0.15, -0.18], [0.39, -0.06, 0.33], [0.12, 0.13, -0.36], [0.05, 0.54, 0.10], [0.08, 0.19, -0.45], [0.17, 0.12, -0.22], [-0.29, 0.01, 0.24], [0.46, -0.02, 0.42], [-0.03, 0.26, -0.32], [-0.35, -0.19, 0.10], [0.05, -0.01, -0.23], [-0.15, 0.01, 0.22], [0.17, -0.01, -0.22], [-0.08, -0.06, 0.30], [-0.06, 0.18, 0.35], [0.47, 0.14, -0.27], [0.14, -0.45, -0.47], [-0.27, 0.14, -0.52], [0.06, -0.12, 0.05], [-0.29, -0.13, 0.36], [-0.27, 0.05, -0.24], [0.11, -0.27, -0.01]],
  "charge": 1,
  "spin_multiplicity": 1,
  "homo_ha": -0.367,
  "gap_ev": 5.96,
  "e_lumo_ev": -4.03
}


{
  "formula": "C27H35N5O3P2Ti",
  "method": "wB97M-V/def2-TZVPD",
  "species": ["Ti", "C", "C", "C", "C", "C", "C", "C", "C", "C", "H", "H", "H", "H", "H", "H", "H", "H", "H", "H", "H", "H", "H", "H", "H", "P", "P", "N", "N", "N", "N", "C", "C", "C", "C", "C", "C", "C", "C", "C", "C", "C", "C", "C", "C", "C", "C", "C", "C", "H", "H", "H", "H", "H", "H", "H", "H", "H", "H", "H", "H", "H", "H", "H", "H", "H", "H", "H", "H", "O", "N", "O", "O"],
  "coordinates": [[1.5668, 2.0036, 4.2726], [2.9813, 3.0548, 2.7949], [1.7076, 2.8626, 2.2702], [1.4150, 1.7316, 1.3153], [0.8295, 0.4268, 1.8854], [1.3346, 0.0397, 3.2650], [2.6710, 0.1505, 3.6702], [3.8366, 0.5541, 2.7940], [4.1217, 2.0923, 2.5953], [-0.2724, 2.3281, 5.1511], [3.2605, 4.0487, 3.1544], [0.9852, 3.6822, 2.2868], [2.3481, 1.4876, 0.7833], [0.7102, 2.1369, 0.5713], [-0.2728, 0.5165, 1.8865], [1.0298, -0.3819, 1.1545], [0.6467, -0.5703, 3.8683], [2.9576, -0.3885, 4.5827], [3.7424, 0.0774, 1.8036], [4.7443, 0.1355, 3.2712], [4.9271, 2.3793, 3.2950], [4.5927, 2.2214, 1.6002], [0.0582, 3.0623, 5.9239], [-0.6785, 1.4320, 5.6664], [-1.0211, 2.7718, 4.4859], [-1.7930, -2.0583, -0.6607], [-1.2685, 0.9397, -2.2982], [-0.9217, -3.5722, -0.3714], [-3.4466, -2.8283, -0.8181], [0.4104, 0.7183, -2.7664], [-1.7011, 2.1199, -3.5821], [-1.4540, -1.9326, -2.4887], [-1.8929, -0.5912, -3.1397], [-0.0372, -3.7436, 0.7067], [0.4712, -5.0313, 0.6689], [-0.1111, -5.6883, -0.4515], [-0.9193, -4.7677, -1.0933], [-4.5712, -2.4443, -0.0712], [-5.6589, -3.2291, -0.4389], [-5.1985, -4.1453, -1.4348], [-3.8667, -3.8435, -1.6811], [1.4800, 0.8699, -1.8793], [2.6666, 0.5490, -2.5205], [2.3290, 0.1898, -3.8597], [0.9430, 0.2561, -3.9702], [-1.3382, 2.2149, -4.9319], [-2.1620, 3.1395, -5.5689], [-3.0667, 3.6490, -4.5789], [-2.7664, 3.0171, -3.3805], [-1.9903, -2.7518, -2.9993], [-0.3713, -2.0952, -2.6339], [-1.5715, -0.5920, -4.1960], [-2.9941, -0.5187, -3.1377], [0.1380, -2.9200, 1.3903], [1.1873, -5.4612, 1.3648], [0.0218, -6.7292, -0.7462], [-1.4777, -4.8718, -2.0173], [-4.4915, -1.6538, 0.6620], [-6.6719, -3.1576, -0.0565], [-5.7612, -4.9451, -1.9079], [-3.2055, -4.2757, -2.4183], [1.2958, 1.2231, -0.8880], [3.6488, 0.5614, -2.0675], [3.0080, -0.0704, -4.6542], [0.3108, 0.0131, -4.8064], [-0.5223, 1.6504, -5.3464], [-2.1190, 3.4130, -6.6147], [-3.8438, 4.3857, -4.7410], [-3.2045, 3.1178, -2.3989], [4.7451, 3.2031, 6.5214], [3.6727, 3.6303, 6.1898], [3.1545, 4.7117, 6.2600], [2.6937, 2.4903, 5.5045]],
  "atomic_forces_ev_per_a": [[-2.00, 1.56, 3.43], [-0.42, 0.74, -2.43], [1.76, 0.81, -0.44], [0.33, -0.18, -0.41], [-0.96, 0.47, 0.14], [2.19, -1.79, -0.72], [-1.26, -2.44, -1.13], [0.58, 0.45, -0.13], [0.70, -0.31, 0.78], [0.84, 0.15, 0.39], [-0.27, -0.23, 0.28], [0.09, 0.09, 0.35], [-0.31, 0.27, 0.18], [0.21, -0.13, 0.38], [0.42, -0.17, 0.24], [0.10, 0.06, 0.46], [0.26, 0.43, 0.20], [-0.33, 0.46, 0.03], [-0.19, 0.07, 0.43], [-0.53, 0.18, -0.33], [-0.40, -0.11, -0.23], [-0.51, 0.18, 0.25], [-0.46, -0.34, -0.38], [0.31, 0.32, -0.32], [0.15, -0.07, -0.08], [-1.41, -2.77, -0.95], [0.50, 0.60, -2.60], [0.70, 0.24, 0.22], [0.04, 0.95, 0.12], [0.77, -0.47, 0.33], [-0.46, 0.14, 0.60], [0.09, 0.34, -0.12], [-0.35, -0.40, 0.21], [-0.16, -0.55, -0.51], [-0.23, 0.69, 0.19], [-0.37, 0.55, -0.38], [0.22, -0.13, 0.36], [-0.06, -0.59, -0.43], [0.84, 0.14, 0.01], [0.72, 0.63, 0.11], [-0.46, -0.02, 0.34], [0.21, -0.28, -1.03], [-0.97, 0.22, 0.22], [-1.20, 0.03, 0.33], [1.08, 0.20, 0.63], [-0.87, 0.56, -0.25], [0.43, -0.74, 1.25], [0.47, -0.68, 0.60], [0.23, 0.04, -0.94], [0.38, 0.37, 0.22], [-0.33, 0.10, 0.11], [-0.25, 0.12, 0.47], [0.30, 0.02, -0.02], [-0.08, -0.23, -0.05], [-0.28, 0.16, -0.16], [0.05, 0.48, 0.04], [0.26, -0.04, 0.46], [-0.03, -0.09, -0.09], [0.33, 0.01, 0.02], [0.13, 0.35, 0.04], [-0.28, 0.05, 0.24], [-0.06, -0.04, -0.17], [-0.07, 0.06, -0.16], [-0.02, -0.12, 0.03], [0.16, -0.01, 0.06], [-0.12, 0.13, 0.06], [0.07, -0.03, 0.19], [0.16, -0.13, 0.12], [-0.02, 0.01, -0.08], [-3.44, 0.33, -1.35], [2.28, 2.24, 1.69], [0.57, -3.25, -0.64], [0.26, 0.35, -0.28]],
  "charge": 2,
  "spin_multiplicity": 1,
  "homo_ha": [-0.437, -0.425],
  "gap_ev": [2.41, 1.48],
  "e_lumo_ev": [-9.48, -10.07]
}


{
  "formula": "C27H36BrCl5N6O6PS2Tl",
  "method": "wB97M-V/def2-TZVPD",
  "species": ["Tl", "O", "S", "O", "O", "O", "Cl", "C", "C", "Cl", "C", "Cl", "C", "O", "C", "Cl", "C", "Cl", "O", "P", "N", "C", "C", "C", "C", "N", "C", "C", "C", "C", "N", "C", "C", "C", "C", "H", "H", "H", "H", "H", "H", "H", "H", "H", "H", "H", "H", "H", "H", "H", "H", "H", "H", "H", "H", "H", "H", "H", "H", "S", "C", "N", "C", "C", "C", "N", "H", "H", "H", "H", "H", "H", "H", "H", "Br", "C", "C", "C", "C", "N", "C", "H", "H", "H", "H"],
  "coordinates": [[1.2828, 1.2370, 0.2587], [1.2093, 3.6663, 3.8228], [1.3174, 2.9641, 2.5505], [0.4787, 3.5906, 1.4795], [2.7042, 2.8524, 2.0390], [0.7939, 1.5403, 2.6812], [8.6772, -3.1550, 1.0820], [7.0575, -2.8221, 0.5612], [6.6524, -1.5183, 0.2679], [7.7965, -0.2273, 0.4277], [5.3642, -1.2444, -0.1530], [4.8867, 0.3760, -0.5281], [4.3707, -2.2696, -0.3247], [3.2059, -2.0400, -0.7265], [4.8396, -3.5894, -0.0110], [3.6940, -4.8717, -0.2102], [6.1280, -3.8500, 0.4139], [6.6088, -5.4807, 0.7643], [-1.4789, 1.1577, 0.1036], [-2.1108, 0.2321, 1.0739], [-1.3042, -1.0907, 1.6340], [-0.8372, -2.0967, 0.6523], [0.2228, -2.8987, 1.4056], [0.7724, -1.8963, 2.4176], [-0.4628, -1.1132, 2.8464], [-2.6140, 1.0521, 2.4091], [-2.2745, 2.4512, 2.6906], [-1.8773, 2.4148, 4.1630], [-2.7608, 1.3120, 4.7754], [-3.2496, 0.4640, 3.5771], [-3.3972, -0.5064, 0.2963], [-4.1960, 0.3215, -0.6163], [-5.5951, -0.3063, -0.5867], [-5.6487, -0.9869, 0.7807], [-4.2302, -1.5342, 0.9105], [-0.4091, -1.6103, -0.2287], [-1.6663, -2.7193, 0.3068], [0.9943, -3.2779, 0.7382], [-0.2429, -3.7418, 1.9275], [1.4912, -1.2303, 1.9368], [1.2755, -2.3704, 3.2614], [-0.2170, -0.1058, 3.1771], [-0.9882, -1.6493, 3.6499], [-3.1591, 3.0854, 2.5332], [-1.4682, 2.7955, 2.0444], [-2.0155, 3.3810, 4.6490], [-0.8205, 2.1591, 4.2226], [-3.6163, 1.7294, 5.3122], [-2.1994, 0.7007, 5.4835], [-4.3454, 0.5133, 3.4972], [-2.9777, -0.5882, 3.6771], [-3.7619, 0.3203, -1.6176], [-4.2203, 1.3618, -0.2726], [-5.6867, -1.0588, -1.3746], [-6.3823, 0.4338, -0.7365], [-6.4168, -1.7592, 0.8538], [-5.8263, -0.2442, 1.5635], [-4.1417, -2.4827, 0.3627], [-3.9276, -1.7247, 1.9395], [-0.3311, -1.2917, -3.4468], [1.2525, -1.0406, -3.9661], [2.3274, -1.4622, -3.3088], [3.6716, -1.2604, -3.8138], [3.7615, 0.1107, -4.4579], [2.7452, 0.1678, -5.5844], [1.4705, -0.3754, -5.1361], [2.2500, -1.8192, -2.3585], [3.9240, -2.0380, -4.5466], [4.3536, -1.3536, -2.9757], [4.7635, 0.2958, -4.8469], [3.5440, 0.8663, -3.7005], [3.1157, -0.4062, -6.4421], [2.5906, 1.1963, -5.9189], [0.6205, -0.0576, -5.5675], [-3.2921, 4.7545, -0.3589], [-2.0511, 3.8233, -1.4510], [-2.5111, 2.9483, -2.4130], [-1.5709, 2.2404, -3.1413], [-0.2306, 2.4787, -2.8870], [0.2076, 3.3487, -1.9807], [-0.6918, 3.9958, -1.2420], [-3.5727, 2.7987, -2.5585], [-1.8578, 1.4861, -3.8615], [0.5284, 1.9208, -3.4266], [-0.3146, 4.6212, -0.4427]],
  "atomic_forces_ev_per_a": [[0.05, 0.10, -0.14], [-0.02, 0.00, 0.00], [0.25, 0.11, -0.07], [0.04, 0.00, -0.03], [-0.10, 0.03, 0.08], [0.04, 0.07, 0.00], [0.01, -0.01, 0.01], [0.00, 0.01, -0.01], [-0.02, 0.01, -0.01], [0.01, 0.00, 0.00], [0.05, 0.01, -0.07], [-0.03, -0.14, 0.00], [-0.01, 0.00, -0.02], [-0.05, 0.01, 0.01], [0.00, 0.01, 0.00], [-0.02, 0.00, 0.00], [0.01, -0.02, 0.01], [0.00, 0.00, 0.00], [0.07, -0.05, -0.02], [-0.04, 0.05, 0.08], [0.00, -0.06, -0.04], [-0.01, 0.01, -0.03], [0.02, 0.02, 0.03], [-0.02, -0.01, 0.03], [-0.02, -0.02, 0.04], [-0.02, -0.03, -0.04], [-0.03, 0.01, 0.00], [-0.02, -0.02, 0.02], [0.00, 0.00, -0.01], [0.01, -0.01, 0.02], [0.00, 0.01, 0.00], [0.01, 0.01, -0.03], [0.00, 0.00, 0.00], [0.00, 0.00, 0.00], [0.01, 0.00, 0.01], [0.02, 0.01, -0.01], [0.00, -0.01, 0.01], [0.01, -0.05, -0.05], [0.01, 0.01, -0.01], [0.00, 0.03, 0.00], [0.00, 0.01, 0.00], [-0.02, -0.06, 0.01], [-0.01, -0.03, -0.01], [-0.01, -0.01, 0.00], [-0.04, 0.01, 0.04], [0.02, 0.00, 0.00], [-0.06, 0.01, 0.03], [-0.01, 0.00, -0.01], [0.00, 0.00, 0.01], [0.00, 0.00, 0.00], [0.01, -0.01, 0.00], [0.01, 0.01, -0.01], [-0.01, 0.00, 0.01], [0.00, 0.00, 0.00], [0.00, 0.00, 0.00], [0.00, 0.00, 0.00], [0.01, 0.00, 0.00], [0.00, 0.00, 0.00], [-0.01, 0.00, 0.00], [-0.02, -0.06, 0.03], [-0.08, 0.05, -0.04], [0.09, -0.07, -0.02], [-0.03, 0.03, 0.02], [0.01, 0.01, 0.00], [0.00, 0.02, -0.01], [0.01, 0.00, -0.01], [-0.03, 0.02, 0.06], [0.00, 0.00, 0.00], [0.03, 0.01, 0.12], [0.00, 0.00, -0.01], [-0.01, 0.01, 0.00], [0.00, 0.00, 0.00], [0.00, 0.00, 0.01], [0.00, 0.01, -0.01], [0.00, 0.00, -0.01], [0.00, 0.02, 0.03], [0.01, -0.03, 0.00], [-0.01, 0.02, 0.00], [0.00, 0.02, -0.02], [-0.02, -0.07, 0.01], [0.01, 0.00, -0.02], [0.00, -0.01, 0.00], [-0.01, 0.00, 0.01], [0.01, 0.00, 0.01], [0.00, 0.00, 0.01]],
  "charge": -2,
  "spin_multiplicity": 1,
  "homo_ha": -0.107,
  "de_lowest_ev": 0.721,
  "gap_ev": 6.81,
  "e_lumo_ev": 3.90
}